DFT (wB97M-V/def2-TZVPD) results for a structure of composition C4H7N2 in a non-equilibrium geometry.

XYZ file:
```
13
Properties=species:S:1:pos:R:3:forces:R:3:lowdin_charge:R:1
C -2.4999 -0.1706 0.5079 -3.410 1.519 2.299 0.205
C -1.4282 -0.0703 0.0345 -0.286 0.839 0.397 -0.156
C 0.7603 -0.9846 -0.0719 1.635 -2.725 0.580 -0.125
C 0.8300 1.0121 -0.3168 -0.346 -0.666 5.782 -0.001
N 1.4887 0.0038 0.6498 -0.567 2.056 -0.574 0.023
N -0.2611 0.0188 -0.6230 0.681 -2.148 -3.333 -0.019
H -3.4308 0.1683 1.0679 1.522 -1.304 -1.148 0.116
H 1.4149 -1.2436 -0.9321 -0.726 -0.232 0.304 0.149
H 0.4467 -1.9319 0.5013 -0.204 1.650 -1.097 0.183
H 0.5782 1.8629 0.2906 -0.914 0.499 -0.363 0.145
H 1.4316 1.2884 -1.0694 1.771 0.412 -3.285 0.101
H 1.1696 0.2356 1.6089 0.059 -0.636 -0.831 0.136
H -0.4999 -0.1888 -1.6477 0.784 0.737 1.268 0.245
```
Forces are in eV/Å.

Calculated values
- Max |F|: 5.83 eV/A
- Total charge: +1
- Gap between HOMO and LUMO: 11.308 eV

=====

DFT (wB97M-V/def2-TZVPD) results for a structure of composition C21H24N2O4 in a non-equilibrium geometry.

XYZ file:
```
51
Properties=species:S:1:pos:R:3:forces:R:3:lowdin_charge:R:1
C -5.4755 -0.3120 1.9428 8.484 -5.081 -2.929 -0.086
H -5.3138 0.6582 1.7395 1.321 3.383 -0.558 0.034
C -4.7837 -1.0482 3.1421 5.029 3.235 -5.936 -0.112
H -5.0349 -0.4871 3.9412 -0.967 0.646 3.358 0.053
H -4.9917 -2.0474 2.9140 -0.222 -1.608 1.048 0.074
C -3.0846 -0.7316 2.8912 0.359 -4.867 3.059 -0.173
C -2.5801 0.8337 3.0532 -3.920 -6.235 0.484 0.023
H -2.9995 0.9207 3.9688 -1.106 1.805 2.754 0.049
H -3.0061 1.1605 2.2287 -1.851 2.993 -3.428 0.012
H -1.6276 0.6823 3.0309 5.991 0.050 0.013 0.008
H -2.5854 -1.4847 3.9299 -1.435 2.687 -2.968 0.198
C -2.4441 -1.6253 1.6572 -6.816 3.555 -0.414 -0.048
N -2.6355 -0.6053 0.3167 9.994 -4.522 8.206 0.205
C -1.4532 0.0670 0.2785 -7.639 3.932 -8.503 -0.469
O -0.4270 -0.1653 0.7194 6.122 -1.578 4.533 0.117
C -1.5104 1.1324 -0.9401 -4.496 -0.860 -0.283 0.059
C -2.8939 1.7038 -1.3807 7.425 -5.174 5.451 0.031
C -2.9343 2.5054 -2.3863 -4.372 -2.632 4.277 -0.226
C -1.9491 2.5918 -3.0867 12.687 6.770 -10.130 -0.099
C -0.5650 2.2608 -2.7526 -1.163 -0.856 -3.178 0.035
C -0.4329 1.2901 -1.8092 2.365 1.417 3.844 -0.117
N 0.9352 0.9254 -1.2472 -7.157 0.385 0.210 0.156
C 2.0254 0.9483 -1.8831 4.258 0.598 -5.332 -0.405
O 2.2537 1.6416 -2.9478 -0.613 -2.032 3.053 -0.010
C 3.1062 0.0195 -1.2819 -8.296 5.385 4.723 -0.151
C 4.1723 -0.0026 -1.9757 4.189 0.441 -4.934 -0.175
C 5.2817 -0.4750 -1.5594 6.222 -6.428 6.665 0.061
C 5.3218 -1.0243 0.0495 -1.567 5.331 -6.936 -0.208
C 4.2745 -0.4792 0.6862 -2.207 -0.696 0.063 -0.057
C 3.0591 0.0890 0.1088 4.137 -3.622 -1.252 0.052
H 2.2494 0.1388 0.7723 -1.157 0.636 0.416 0.092
H 4.1655 -0.9057 1.6283 -0.186 0.246 2.481 0.086
C 6.4988 -1.5434 0.6320 3.883 0.392 -5.274 -0.080
H 6.9659 -2.1976 -0.2047 -0.295 0.569 1.924 0.126
H 6.2535 -1.9922 1.4471 -1.361 -3.846 5.029 0.011
H 7.2738 -0.8641 1.0047 -0.214 0.555 -0.717 0.105
H 6.1589 -0.9538 -2.0974 -1.047 1.645 0.127 0.121
H 4.3095 0.4747 -2.8942 -1.089 0.438 -1.908 0.122
H 0.7748 0.3369 -0.4514 0.478 -0.195 0.198 0.078
H 0.3971 2.4379 -3.3250 -1.682 0.432 0.362 0.123
H -2.0370 3.5334 -3.9597 0.498 -3.000 2.152 0.185
H -3.7442 2.9796 -2.4625 -6.418 3.860 -1.646 0.068
H -3.6059 1.4142 -0.7261 -2.694 -0.175 1.786 0.063
H -3.3911 -0.4116 -0.1081 -6.616 1.765 -3.599 0.003
C -1.0138 -2.0800 1.8903 -10.796 4.757 -1.098 -0.763
O -0.6931 -1.9006 2.9493 6.462 -0.450 7.877 0.198
O -0.7882 -2.6111 0.8352 2.511 -4.301 -6.082 0.259
H 0.0604 -2.8968 0.9815 4.443 -2.185 -0.981 0.123
H -3.1575 -2.5197 1.4468 1.332 1.435 0.370 0.165
H -6.3549 -0.4042 2.1489 -10.523 -0.889 1.828 -0.046
H -5.3124 -1.0193 0.9827 -0.286 1.891 1.793 0.130
```
Forces are in eV/Å.

Calculated values
- Max |F|: 17.59 eV/A
- Gap between HOMO and LUMO: 8.955 eV

=====

DFT (wB97M-V/def2-TZVPD) results for a structure of composition C21H43AlCl26IO2 in a non-equilibrium geometry.

XYZ file:
```
94
Properties=species:S:1:pos:R:3:forces:R:3:lowdin_charge:R:1
C 1.8870 -4.0256 -2.1051 -1.035 0.742 1.120 -0.005
C 0.7414 -2.9687 -2.4783 -0.261 1.117 -1.736 -0.432
O 0.8846 -2.0671 -3.3148 -0.122 -2.526 2.007 0.051
O -0.5227 -3.1017 -1.8480 2.676 0.412 -0.327 -0.115
C -0.2869 -2.8278 -0.4235 -0.554 -0.136 2.300 -0.192
C -1.2853 -1.6979 0.1529 1.115 -0.143 -0.691 -0.271
C -0.4431 -0.4160 0.6695 -0.710 -0.584 -0.086 -0.314
Al -0.2239 -0.3655 2.7254 0.424 0.848 -0.630 0.102
C 1.6652 0.4221 3.0802 0.288 -0.934 0.440 -0.361
C 2.7242 -0.7276 3.5018 0.555 3.366 -0.107 -0.805
C 4.1904 -0.0616 3.3046 -1.202 -0.811 0.217 -0.218
I 2.6635 -2.4774 2.2030 0.048 0.174 0.371 0.739
H 2.7264 -3.4146 -1.6298 -0.946 -0.939 -0.830 0.094
H 2.2349 -4.6345 -2.9907 -0.455 0.969 0.923 0.086
H 1.4613 -4.7097 -1.2956 0.738 0.844 -1.190 0.056
H -0.4026 -3.8309 0.1192 0.074 1.362 -0.610 0.128
H 0.7628 -2.4561 -0.1985 -1.117 -0.532 -0.683 0.052
H -1.9297 -1.3823 -0.7320 1.099 -0.973 1.998 -0.034
H -1.8922 -2.1764 0.9930 0.598 0.695 -1.187 0.084
H 0.6029 -0.3957 0.2249 -1.476 0.034 0.153 -0.023
H -1.0409 0.5186 0.3944 1.001 -0.998 0.126 0.035
H -0.3640 -1.7918 3.4204 -0.135 -0.353 0.153 -0.089
H -1.2609 0.7175 3.3221 -0.340 0.077 -0.265 -0.125
H 1.9657 0.9494 2.1106 0.018 -0.659 1.290 0.033
H 1.6613 1.1720 3.9468 0.122 -0.897 -1.161 0.031
H 2.5318 -1.0077 4.5852 0.258 -0.112 -1.531 0.062
H 4.2811 0.1850 2.2006 0.164 -0.425 1.360 0.058
H 4.1585 0.9187 3.8727 0.303 -1.207 -0.469 0.068
H 4.9797 -0.7895 3.6728 -0.585 1.140 -0.548 0.055
C -2.8717 -1.7929 -3.5499 0.467 -0.102 -0.323 -0.991
Cl -3.7799 -3.3058 -3.4223 -0.041 -0.068 -0.059 0.517
Cl -3.2233 -0.7189 -2.1898 -0.640 0.548 -0.956 0.631
H -1.8060 -2.0186 -3.5541 -0.151 -0.013 0.308 0.010
H -3.1499 -1.2886 -4.4772 0.118 -0.460 0.683 -0.099
C -5.5102 0.3971 -4.6189 -0.014 -0.067 0.321 -1.031
Cl -4.1329 0.1398 -5.6981 -0.289 0.558 -0.563 0.574
Cl -6.9063 1.0270 -5.5033 -0.071 0.029 0.048 0.506
H -5.7814 -0.5516 -4.1587 0.033 0.065 -0.173 0.030
H -5.2266 1.1129 -3.8494 -0.025 -0.157 -0.345 -0.078
C -5.5841 4.1359 -2.2102 0.095 0.233 -0.125 -1.012
Cl -5.2028 2.4464 -1.8559 0.123 0.089 0.137 0.569
Cl -6.9410 4.7048 -1.2306 0.001 0.075 -0.053 0.508
H -4.7100 4.7476 -1.9934 -0.147 -0.161 0.093 -0.035
H -5.8457 4.2259 -3.2628 -0.060 -0.106 0.158 0.033
C -5.3329 -0.2703 0.7184 0.217 0.410 -0.005 -1.041
Cl -6.1972 -1.7099 1.2803 -0.192 -0.123 -0.054 0.506
Cl -3.9427 0.0851 1.7470 -0.055 0.079 -0.116 0.552
H -4.9866 -0.4431 -0.2977 -0.059 -0.161 0.174 -0.050
H -6.0134 0.5792 0.7372 0.026 -0.160 0.093 0.014
C 2.7105 0.8004 -2.6079 -0.345 -0.273 0.168 -1.041
Cl 4.0524 1.7625 -3.2489 0.117 0.030 -0.223 0.485
Cl 2.3459 1.2427 -0.9368 0.110 0.015 -0.132 0.565
H 1.8275 0.9741 -3.2201 0.250 0.018 0.177 -0.039
H 2.9823 -0.2526 -2.6438 0.037 0.172 0.013 0.020
C 2.4297 1.0336 -6.5987 0.217 0.060 -0.160 -1.015
Cl 2.8170 -0.6535 -6.2481 -0.024 0.030 -0.029 0.501
Cl 1.0949 1.6050 -5.5916 -0.121 0.158 -0.198 0.541
H 3.3077 1.6459 -6.4013 -0.119 -0.128 0.145 0.017
H 2.1458 1.1214 -7.6455 -0.077 -0.086 0.173 0.024
C -0.2404 1.4165 6.9268 -0.410 0.044 0.029 -1.010
Cl -1.2493 0.3355 5.9639 0.085 0.127 0.493 0.507
Cl 1.4402 0.8645 6.9581 0.155 -0.046 0.132 0.497
H -0.2763 2.4139 6.4920 0.117 -0.175 -0.068 0.026
H -0.6215 1.4441 7.9459 0.149 -0.074 -0.099 0.019
C -2.4945 7.2426 -3.0929 0.147 0.075 -0.160 -1.020
Cl -2.1156 5.5540 -2.7376 0.084 0.010 -0.072 0.535
Cl -3.8525 7.8138 -2.1151 -0.035 0.073 -0.040 0.506
H -1.6207 7.8536 -2.8757 -0.132 -0.125 0.096 0.026
H -2.7551 7.3321 -4.1455 -0.058 -0.078 0.169 0.026
C 4.1942 3.5145 7.9452 -0.012 -0.057 0.154 -1.029
Cl 5.5491 3.2388 6.8447 -0.077 -0.004 0.135 0.480
Cl 2.7934 4.1635 7.0865 -0.039 0.128 0.095 0.490
H 3.9169 2.5689 8.4076 -0.021 0.067 -0.204 0.017
H 4.4996 4.2247 8.7111 -0.028 -0.014 -0.194 0.023
C 6.8902 -1.6052 -6.9269 0.135 -0.134 0.120 -1.030
Cl 6.4605 -0.8481 -5.3895 0.084 -0.058 0.002 0.495
Cl 6.0039 -0.8775 -8.2729 0.070 -0.049 -0.122 0.482
H 7.9572 -1.4768 -7.0973 -0.171 0.097 0.005 0.023
H 6.6493 -2.6652 -6.8778 -0.095 0.181 -0.008 0.026
C 9.0010 1.0948 6.5425 0.103 -0.148 -0.102 -1.022
Cl 8.5950 1.8347 8.0959 0.140 -0.085 0.087 0.481
Cl 8.1176 1.8551 5.2133 0.143 -0.112 -0.067 0.490
H 10.0687 1.2091 6.3670 -0.166 0.103 0.035 0.022
H 8.7438 0.0381 6.5775 -0.096 0.185 0.016 0.028
C -8.7218 -0.3504 4.0543 0.141 -0.217 -0.028 -1.033
Cl -8.0315 0.5110 5.4346 0.029 -0.081 0.015 0.498
Cl -9.9176 0.6439 3.2121 -0.055 -0.055 -0.085 0.484
H -7.9232 -0.6048 3.3609 -0.063 0.143 0.062 -0.019
H -9.2052 -1.2578 4.4103 -0.014 0.203 0.011 0.026
C -0.6031 -7.0377 -2.4694 -0.068 0.280 -0.082 -1.026
Cl -1.8440 -8.2538 -2.1432 -0.058 0.036 -0.055 0.501
Cl 0.9578 -7.5158 -1.7882 0.034 -0.020 -0.042 0.511
H -0.4975 -6.9211 -3.5460 0.014 -0.130 0.147 0.029
H -0.9086 -6.0922 -2.0236 0.043 -0.146 0.038 0.020
```
Forces are in eV/Å.

Calculated values
- Max |F|: 3.41 eV/A
- Total charge: -1
- Gap between HOMO and LUMO: 6.527 eV

=====

Q: The highest gap between HOMO and LUMO belongs to which entry?
A: C4H7N2

=====

Q: Which of these has the lowest gap between HOMO and LUMO?
A: C21H43AlCl26IO2